{"formula": "C54H126O27", "method": "wB97M-V/def2-TZVPD", "orbital_gap_ev": 9.6, "homo_energy_ha": -0.3296, "e_lumo_ev": 0.64, "elements": ["C", "O", "C", "C", "O", "C", "C", "O", "C", "H", "H", "H", "H", "H", "H", "H", "H", "H", "H", "H", "H", "H", "H", "C", "O", "C", "C", "O", "C", "C", "O", "C", "H", "H", "H", "H", "H", "H", "H", "H", "H", "H", "H", "H", "H", "H", "C", "O", "C", "C", "O", "C", "C", "O", "C", "H", "H", "H", "H", "H", "H", "H", "H", "H", "H", "H", "H", "H", "H", "C", "O", "C", "C", "O", "C", "C", "O", "C", "H", "H", "H", "H", "H", "H", "H", "H", "H", "H", "H", "H", "H", "H", "C", "O", "C", "C", "O", "C", "C", "O", "C", "H", "H", "H", "H", "H", "H", "H", "H", "H", "H", "H", "H", "H", "H", "C", "O", "C", "C", "O", "C", "C", "O", "C", "H", "H", "H", "H", "H", "H", "H", "H", "H", "H", "H", "H", "H", "H", "C", "O", "C", "C", "O", "C", "C", "O", "C", "H", "H", "H", "H", "H", "H", "H", "H", "H", "H", "H", "H", "H", "H", "C", "O", "C", "C", "O", "C", "C", "O", "C", "H", "H", "H", "H", "H", "H", "H", "H", "H", "H", "H", "H", "H", "H", "C", "O", "C", "C", "O", "C", "C", "O", "C", "H", "H", "H", "H", "H", "H", "H", "H", "H", "H", "H", "H", "H", "H"], "xyz": [[3.452767, 3.845681, -5.935910], [2.065619, 4.043262, -5.748255], [1.770216, 5.056645, -4.802453], [0.536098, 5.835928, -5.214627], [-0.675841, 5.286974, -4.738824], [-0.880658, 3.956568, -5.164956], [-2.231628, 3.471896, -4.687439], [-2.257545, 3.284869, -3.295637], [-2.627574, 4.371397, -2.489801], [3.976568, 4.764675, -6.210542], [3.557590, 3.085679, -6.708987], [3.873362, 3.412540, -5.023433], [2.617987, 5.731889, -4.643283], [1.584625, 4.593087, -3.824180], [0.459841, 5.943405, -6.306434], [0.617435, 6.866937, -4.863898], [-0.093211, 3.302956, -4.783613], [-0.893840, 3.935360, -6.264777], [-2.484076, 2.542824, -5.198337], [-2.971713, 4.227012, -4.990190], [-2.773687, 4.019067, -1.469328], [-3.611720, 4.759041, -2.796383], [-1.937675, 5.216885, -2.532825], [-2.329689, -3.722354, 1.470756], [-2.945742, -4.928096, 1.839708], [-2.206334, -6.026699, 1.348372], [-0.909932, -6.326401, 2.080908], [-1.115016, -6.716582, 3.417560], [0.048100, -7.228984, 4.015903], [1.087584, -6.193670, 4.416336], [1.896877, -5.766593, 3.335721], [2.861396, -6.649426, 2.868518], [-2.148900, -3.539981, 0.400443], [-1.357675, -3.613136, 1.959304], [-2.989808, -2.895480, 1.730031], [-1.932601, -5.857998, 0.299869], [-2.754899, -6.970059, 1.415017], [-0.184194, -5.511998, 1.973542], [-0.440596, -7.142696, 1.509337], [0.468004, -8.031942, 3.388044], [-0.247162, -7.799521, 4.904184], [1.676296, -6.597415, 5.249164], [0.562297, -5.287530, 4.718655], [3.326377, -6.241536, 1.965868], [2.435868, -7.609123, 2.560314], [3.702642, -6.751955, 3.564496], [2.407724, -2.086857, 2.870444], [3.008937, -0.999204, 3.533071], [2.717810, 0.249360, 2.940535], [3.598429, 1.232179, 3.656073], [3.596431, 2.496643, 3.022368], [4.323909, 3.462532, 3.731818], [4.412541, 4.721949, 2.919658], [4.688078, 5.781907, 3.802950], [4.471011, 7.036808, 3.221695], [2.832790, -2.208443, 1.860663], [1.328533, -1.923981, 2.739214], [2.585208, -3.005107, 3.425375], [1.653051, 0.479429, 3.099337], [2.842372, 0.219475, 1.851230], [4.619078, 0.826700, 3.645058], [3.285936, 1.369436, 4.698000], [5.314444, 3.091757, 4.039526], [3.851386, 3.654241, 4.709081], [3.486637, 4.912183, 2.362097], [5.188785, 4.625700, 2.147628], [3.402383, 7.252101, 3.099296], [4.954867, 7.149044, 2.242974], [4.901118, 7.801101, 3.868085], [5.868284, 3.594601, -2.710259], [7.172276, 3.944282, -3.103976], [7.219701, 4.967938, -4.050990], [8.622813, 5.515147, -4.154014], [8.925152, 6.211799, -2.953124], [10.018682, 7.062701, -3.023617], [11.388007, 6.421717, -2.930733], [11.626113, 5.640016, -4.090986], [12.726623, 4.761404, -3.986113], [5.284853, 3.338135, -3.601842], [5.342684, 4.432081, -2.240234], [5.961725, 2.719981, -2.075580], [6.592559, 5.841473, -3.802544], [6.844516, 4.597603, -5.015700], [8.639443, 6.183200, -5.022534], [9.335968, 4.694188, -4.252525], [9.978904, 7.773610, -2.186448], [10.035324, 7.786691, -3.855201], [11.503658, 5.895193, -1.975855], [12.153323, 7.212078, -2.973992], [12.401031, 3.872705, -3.434141], [13.575444, 5.204986, -3.455390], [13.023689, 4.491650, -4.995613], [-4.445973, 0.374484, -3.857180], [-3.909183, -0.812441, -3.346954], [-4.533800, -1.189653, -2.141941], [-3.956238, -2.508421, -1.674532], [-4.223919, -3.578340, -2.555149], [-3.359860, -4.648013, -2.287114], [-3.773366, -5.914723, -2.986826], [-3.352967, -5.917239, -4.327786], [-3.654802, -7.111001, -5.003485], [-3.931785, 0.651072, -4.776337], [-4.373069, 1.173535, -3.110873], [-5.497643, 0.269920, -4.160398], [-5.622787, -1.290601, -2.253671], [-4.318616, -0.427726, -1.378645], [-4.410840, -2.699237, -0.695337], [-2.874727, -2.339425, -1.666606], [-3.286022, -4.898470, -1.220313], [-2.338237, -4.406751, -2.615375], [-4.848989, -6.103822, -2.885906], [-3.237857, -6.732057, -2.473788], [-3.093698, -7.961559, -4.594956], [-3.467507, -6.974814, -6.065376], [-4.728130, -7.336378, -4.901560], [-5.092966, 2.365124, 0.523342], [-5.068115, 1.284250, 1.440217], [-6.242497, 1.096727, 2.215066], [-7.425402, 0.557621, 1.424204], [-7.799888, 1.450694, 0.401711], [-9.136383, 1.276404, -0.001904], [-9.453699, 2.213330, -1.150841], [-8.623844, 2.131105, -2.268628], [-8.836516, 0.960232, -3.031528], [-5.470523, 3.272823, 0.996397], [-5.707521, 2.102151, -0.339384], [-4.095384, 2.462823, 0.092811], [-6.449543, 2.035573, 2.742423], [-5.960232, 0.316160, 2.923045], [-8.255554, 0.283823, 2.084881], [-7.049402, -0.390798, 1.009685], [-9.839149, 1.509746, 0.812985], [-9.371270, 0.230900, -0.255253], [-9.357008, 3.230601, -0.759041], [-10.529199, 2.128766, -1.368226], [-8.132650, 0.972370, -3.863992], [-9.820316, 0.951175, -3.518261], [-8.681145, 0.072122, -2.415931], [-0.931331, -9.064374, -1.717348], [-0.264893, -8.685360, -0.527724], [1.107464, -8.483855, -0.725413], [1.442444, -7.216930, -1.489000], [0.793567, -6.124835, -0.894824], [1.240007, -4.812596, -1.279698], [0.943450, -4.513506, -2.725855], [1.753356, -5.202629, -3.656134], [1.679113, -4.658447, -4.955662], [-0.405042, -9.863464, -2.246070], [-0.997377, -8.185730, -2.370523], [-1.939709, -9.364306, -1.445606], [1.541900, -9.318362, -1.299644], [1.639531, -8.524040, 0.226500], [1.220857, -7.340280, -2.555385], [2.536227, -7.079366, -1.473371], [2.274121, -4.655985, -0.965436], [0.527245, -4.235474, -0.685629], [0.980389, -3.417216, -2.837918], [-0.100681, -4.776946, -2.948989], [1.471095, -3.587813, -5.015477], [0.982585, -5.247787, -5.558411], [2.662853, -4.759364, -5.427145], [-3.625590, 1.946066, 4.488140], [-2.436951, 1.932765, 5.233046], [-2.549440, 1.235938, 6.440134], [-1.293235, 1.473650, 7.262484], [-1.445626, 0.975338, 8.580531], [-2.152564, 1.873574, 9.430798], [-2.093909, 1.408912, 10.864237], [-2.795277, 0.216151, 11.148725], [-2.039524, -0.954590, 10.882734], [-3.999581, 0.945981, 4.261249], [-3.489739, 2.579616, 3.613486], [-4.405297, 2.504746, 5.034724], [-2.653316, 0.156529, 6.269510], [-3.428619, 1.567995, 7.005086], [-1.091929, 2.549562, 7.323672], [-0.442755, 0.973055, 6.804022], [-3.193025, 1.956005, 9.113969], [-1.581826, 2.812797, 9.429506], [-2.657699, 2.150799, 11.443118], [-1.073581, 1.447035, 11.260883], [-1.004792, -0.870815, 11.228485], [-2.055068, -1.228060, 9.824558], [-2.497205, -1.779200, 11.434329], [-1.464320, 0.585838, 1.328125], [-1.330485, -0.785509, 0.925052], [-0.926204, -0.922820, -0.417913], [0.494854, -0.487347, -0.736403], [0.846513, 0.872252, -0.559707], [0.154415, 1.699473, -1.450730], [0.554855, 3.161630, -1.288174], [1.943884, 3.318129, -1.366015], [2.660882, 3.149912, -0.160828], [-0.473224, 1.032569, 1.368981], [-1.783316, 0.512875, 2.368786], [-2.227894, 1.061998, 0.713701], [-1.622148, -0.443578, -1.120078], [-0.923316, -2.002042, -0.592965], [0.727732, -0.783557, -1.775915], [1.219333, -1.049728, -0.146396], [-0.938292, 1.611370, -1.464986], [0.454766, 1.464028, -2.486066], [0.073263, 3.652189, -0.429581], [0.084524, 3.701300, -2.116686], [3.208445, 2.204313, -0.133755], [2.027985, 3.199414, 0.727403], [3.437288, 3.912506, -0.034889]], "forces_ev_per_a": [[-0.3618, -0.7247, 0.3515], [0.1905, 0.4276, -0.3560], [-0.1076, -0.1860, 0.3035], [-0.0892, 0.3329, -0.4333], [-0.0181, 0.2245, 0.4519], [-0.3064, -0.0820, -0.3855], [0.1087, 1.0918, -0.0790], [0.1379, -0.8943, 0.3727], [-0.8977, 0.5858, -0.2755], [-0.0073, 0.0192, -0.0123], [0.0522, 0.1820, -0.1605], [0.2214, 0.2158, -0.0174], [0.0405, 0.0281, -0.3254], [-0.0051, 0.0491, 0.0394], [0.3181, -0.3297, -0.0388], [-0.2363, -0.1473, 0.4213], [0.0331, -0.0980, -0.1256], [0.2380, -0.1676, 0.0076], [0.0746, -0.1773, 0.2431], [-0.0901, -0.0958, 0.0771], [0.3544, -0.1175, 0.0150], [0.0669, -0.0160, -0.1024], [0.2219, -0.1829, 0.0681], [0.1219, 0.8955, 0.2192], [-0.0929, -0.3216, -0.6471], [0.6437, -0.5936, 0.3987], [0.6565, 0.1084, -0.9620], [-0.1372, 0.2011, 0.1390], [-0.0368, -0.8784, 0.2912], [-0.2520, -0.2334, -0.5008], [-0.0885, 0.7575, -0.0639], [0.6372, -0.2284, -0.4895], [-0.1299, -0.7968, -0.1468], [-0.0740, 0.2220, 0.1563], [0.0876, -0.0834, 0.4479], [-0.0007, -0.0860, -0.0630], [-0.6596, 0.4272, 0.0114], [-0.1453, 0.1796, 0.3609], [-0.1272, -0.1017, 0.0940], [0.2140, 0.3395, -0.2273], [-0.2802, 0.4362, 0.1150], [0.1873, 0.1438, -0.0527], [0.0077, -0.0815, 0.2891], [-0.3242, 0.2632, 0.0109], [0.1278, -0.1760, 0.3168], [-0.2360, -0.3814, 0.2747], [-0.1800, 0.1663, -0.5455], [0.1654, -0.2153, 0.0661], [-0.9123, -0.3505, 0.1482], [0.7061, 0.5542, -0.0496], [-0.2067, -0.1997, -0.5637], [-0.0314, -0.4509, 1.0611], [-0.0017, 0.1755, -0.3996], [0.1914, -0.0097, 0.0395], [0.0631, 0.5536, -0.1742], [0.0151, 0.0088, 0.0980], [0.0167, -0.0953, 0.1499], [-0.0120, 0.1037, 0.1299], [0.0309, 0.1044, 0.0111], [0.4384, 0.1547, 0.0161], [-0.0210, 0.0076, 0.1594], [-0.0557, -0.2730, 0.0136], [0.1028, -0.0184, -0.4912], [-0.2840, 0.2676, -0.2452], [-0.2100, -0.1685, 0.2627], [0.1301, 0.0930, 0.0999], [-0.0095, -0.1107, -0.0163], [0.0082, -0.2031, -0.0023], [-0.0424, -0.1090, 0.1354], [0.0048, 0.0901, -0.7588], [0.2454, 0.0814, 0.4638], [-0.1439, 0.5813, -0.0992], [-0.0833, -0.5782, 0.1026], [-0.3809, 0.1806, -0.1746], [1.0156, 1.3352, 0.4610], [0.3660, 0.2991, -0.6275], [-0.1324, -0.1561, 0.0962], [-0.4224, -0.0780, 0.3181], [-0.0812, -0.2174, 0.1008], [0.1035, -0.0835, 0.3251], [-0.2024, 0.0909, 0.2254], [-0.1988, -0.2939, 0.3346], [0.2499, 0.0088, -0.1471], [0.3214, 0.0085, 0.0324], [-0.0068, 0.0921, -0.3957], [-0.2703, -0.4279, 0.2853], [-0.4100, -0.6450, -0.5215], [-0.0556, -0.4124, -0.2426], [-0.1893, 0.1879, 0.4688], [0.2606, -0.1282, -0.0490], [0.0015, 0.1275, -0.0836], [0.0462, -0.0745, -0.0065], [-0.3884, 0.3063, -0.2093], [-0.0411, -0.2561, -0.1604], [-0.0167, -0.4045, -0.2400], [-0.0470, 0.6710, -0.4443], [-0.3782, 0.1594, 0.1087], [0.3379, -0.4399, -0.1769], [0.4772, -0.5403, 0.2014], [0.0174, 0.4501, -0.4175], [-0.7011, -0.0238, 0.2909], [0.3610, -0.0393, 0.1947], [0.0322, 0.1722, -0.1591], [-0.0649, -0.1584, 0.2931], [0.0108, 0.1732, -0.1473], [-0.1759, -0.0857, 0.1565], [0.5086, -0.1742, 0.2010], [0.0229, -0.2401, 0.5588], [-0.3096, 0.2961, 0.0937], [-0.0012, 0.0800, 0.0000], [-0.0326, 0.1210, -0.1013], [-0.1898, -0.0335, 0.0963], [0.0839, 0.0368, -0.1226], [0.2947, 0.0140, 0.0439], [0.1061, -0.0815, 0.0071], [-0.2190, -0.7147, -0.6173], [0.1411, -0.2323, 0.0088], [0.3246, 0.1917, -0.2788], [0.8931, -0.4108, 0.0273], [-0.4856, -0.0900, 0.2320], [-0.4217, -0.2887, -0.2035], [-0.3243, 0.7732, 0.8869], [-0.1140, -0.2035, -0.3317], [0.1354, 0.1918, -0.3486], [0.1639, 0.1776, -0.0806], [-0.3211, 0.2724, 0.1045], [0.2070, 0.2779, 0.5375], [-0.3123, -0.0602, 0.0504], [-0.1384, 0.1284, 0.2303], [-0.0610, 0.3304, 0.1026], [-0.2602, 0.0346, -0.2986], [0.1331, 0.1575, 0.0440], [0.3737, -0.0179, -0.1076], [0.2631, 0.0050, -0.1337], [0.0933, -0.3159, -0.3625], [0.2427, -0.0369, 0.2486], [-0.1742, -0.0510, 0.4097], [-0.0798, -0.1549, -0.1964], [0.0224, 0.8100, 0.0961], [-0.0388, -0.4711, 0.2316], [0.6316, -0.1981, -0.3801], [0.6942, -0.1433, -0.2018], [0.1181, 0.1525, -0.0176], [-1.1666, -1.4118, 0.1704], [-0.6537, 0.3153, -0.3116], [0.5180, 0.8041, 0.4971], [0.6610, -0.4963, -0.6887], [-0.0319, -0.1187, 0.0577], [-0.0932, -0.1665, -0.2143], [0.0092, -0.1408, 0.0093], [-0.1070, -0.0191, -0.0703], [-0.4355, 0.2911, 0.2718], [-0.3691, 0.2082, 0.0763], [-0.0331, -0.0381, 0.1593], [0.0723, 0.1223, -0.1669], [0.4663, 0.6296, -0.0211], [0.3800, -0.0961, -0.2344], [-0.0693, -0.0227, 0.3164], [-0.3973, -0.0475, 0.3781], [-0.2403, 0.3165, -0.0256], [-0.0395, -0.2066, 0.1423], [-0.5825, 0.9565, 0.4063], [0.3022, 0.1199, -0.3088], [0.0485, -0.2956, 0.2629], [-0.2362, 0.2733, 0.2803], [-0.0336, -0.2277, 0.0361], [0.9805, -0.5534, 0.0324], [-1.0586, 0.4694, 0.5257], [0.7539, -0.2373, -0.1337], [-0.2736, -0.5438, 0.0300], [0.1292, -0.0128, -0.2410], [0.3514, -0.5339, -0.3335], [-0.0572, -0.3911, 0.2418], [-0.1147, -0.0105, -0.0561], [-0.0553, 0.0607, -0.0420], [0.0824, 0.0122, -0.2578], [0.0623, -0.0173, 0.0562], [-0.0010, 0.3521, -0.0141], [-0.5824, 0.3363, -0.2213], [0.1758, 0.1926, -0.1182], [0.0876, -0.4973, -0.1510], [-0.0001, 0.1748, -0.0798], [0.1351, 0.2063, -0.0001], [-0.0759, 0.1496, 0.0412], [0.1918, -1.2873, 0.9212], [0.1245, 0.3296, -0.3041], [0.3684, -0.0904, 0.0819], [0.8883, -0.2790, -0.2024], [-0.6365, -0.1903, 0.2914], [0.2114, 0.9218, -1.2407], [-0.8532, -0.2135, -0.0399], [0.2277, 0.5736, 0.0317], [0.5007, -0.1662, 0.5478], [-0.1993, 0.5282, -0.4874], [-0.3758, 0.2347, -0.1038], [0.1987, 0.4171, 0.0128], [-0.1644, -0.0495, 0.1589], [-0.1508, 0.0326, -0.2395], [-0.3133, 0.0976, -0.0281], [-0.1448, -0.0242, 0.3695], [0.0248, -0.0751, 0.4727], [0.0480, -0.3055, 0.0646], [0.5548, -0.2840, 0.4673], [0.3076, -0.1307, -0.2652], [-0.3036, -0.1761, -0.0935], [-0.1379, -0.0731, -0.0938], [-0.2446, 0.2637, -0.3641]], "mulliken_charge": [-0.617, -0.326, -0.225, -0.720, -0.403, -0.200, -0.853, 0.267, -0.787, 0.322, 0.307, 0.075, 0.570, 0.030, 0.346, 0.353, 0.135, 0.492, 0.178, 0.396, 0.036, 0.357, 0.261, 0.040, -0.489, -0.270, 0.251, -0.481, -0.507, -0.580, -0.103, -0.750, -0.322, 0.318, 0.339, -0.049, 0.319, 0.057, 0.116, 0.267, 0.396, 0.447, 0.256, 0.196, 0.267, 0.317, -0.386, -0.427, 0.130, -0.704, -0.082, -0.620, -0.225, -0.388, -0.744, 0.216, 0.164, 0.250, 0.109, 0.107, 0.307, 0.281, 0.266, 0.353, 0.214, 0.300, 0.293, 0.299, 0.287, -0.375, -0.367, -0.430, -0.448, -0.255, -0.761, -0.419, -0.300, -0.764, 0.039, 0.289, 0.307, 0.278, 0.339, 0.329, 0.242, 0.342, 0.389, 0.366, 0.381, 0.300, 0.322, 0.238, -0.625, -0.414, -0.461, 0.272, -0.450, 0.035, -0.579, -0.282, -0.713, 0.263, 0.225, 0.268, 0.512, 0.241, 0.357, -0.266, -0.081, 0.273, 0.442, 0.201, 0.223, 0.257, 0.321, -0.420, 0.426, -0.687, -0.783, -0.129, -0.649, -0.725, -0.310, -0.612, 0.487, 0.159, -0.295, 0.436, 0.293, 0.478, 0.197, 0.364, 0.423, 0.312, 0.415, 0.189, 0.304, 0.242, -0.598, -0.325, -0.799, -0.444, 0.168, -0.222, -0.210, -0.409, -0.780, 0.342, 0.117, 0.279, 0.514, 0.151, 0.298, 0.368, 0.356, -0.096, 0.321, 0.175, 0.317, 0.279, 0.263, -1.035, -0.394, -0.267, -0.469, -0.285, -0.232, -0.732, -0.356, -0.611, 0.360, 0.308, 0.522, 0.255, 0.281, 0.323, 0.256, 0.242, 0.289, 0.337, 0.409, 0.293, 0.200, 0.252, 0.229, -0.319, 1.507, -1.103, 0.098, 0.355, -0.398, -0.351, -0.688, -0.014, 0.002, -0.123, -0.316, -0.708, 0.512, 0.114, -0.015, 0.228, 0.238, -0.325, 0.205, 0.343, 0.308]}